(1)
{"formula": "C7H28O7", "method": "ωB97M-V with the def2-TZVPD basis set", "max_force_ev_per_a": 1.32, "e_lumo_ev": 0.51, "smiles": "CO.CO.CO.CO.CO.CO.CO", "symbols": ["C", "O", "H", "H", "H", "H", "C", "O", "H", "H", "H", "H", "C", "O", "H", "H", "H", "H", "C", "O", "H", "H", "H", "H", "C", "O", "H", "H", "H", "H", "C", "O", "H", "H", "H", "H", "C", "O", "H", "H", "H", "H"], "coordinates": [[-0.0767, 0.4942, -0.1512], [0.6947, -0.4825, 0.5018], [-0.5003, 1.1956, 0.5806], [0.4931, 1.1388, -0.8335], [-0.8997, 0.0784, -0.7239], [1.5389, -0.0813, 0.7704], [-0.5309, -3.8046, 1.0641], [-0.4490, -3.0072, -0.0917], [-0.6773, -4.8445, 0.7688], [0.4165, -3.8070, 1.6110], [-1.3458, -3.5234, 1.7329], [-0.2083, -2.1069, 0.2084], [3.2158, -3.3395, 0.8247], [3.8009, -3.1553, -0.4541], [2.3857, -4.0443, 0.7906], [3.9344, -3.7045, 1.5650], [2.8590, -2.3732, 1.1756], [4.5344, -3.7645, -0.5568], [-1.5702, 4.6741, -0.3800], [-1.5818, 5.1277, 0.9530], [-0.9607, 5.3529, -0.9702], [-1.1494, 3.6667, -0.4543], [-2.5637, 4.6450, -0.8361], [-2.1179, 4.5620, 1.5111], [4.0470, 0.6969, 1.5226], [2.7514, 1.2794, 1.4803], [4.5738, 0.6890, 0.5627], [4.7049, 1.2926, 2.1666], [3.9618, -0.3210, 1.8875], [2.7260, 2.0015, 0.8462], [-1.6239, 1.1407, -3.5928], [-2.6404, 0.8989, -2.6143], [-0.6460, 0.8405, -3.2110], [-1.8166, 0.5240, -4.4805], [-1.7203, 2.1741, -3.9091], [-2.7067, -0.0464, -2.4641], [-3.5756, 0.2935, 0.7255], [-3.0403, -1.0132, 0.4925], [-4.6579, 0.2962, 0.5957], [-3.3126, 0.5484, 1.7503], [-3.0905, 1.0223, 0.0726], [-3.1757, -1.2146, -0.4368]], "atomic_forces_ev_per_a": [[-0.0415, 1.3006, 0.2496], [0.1245, -0.2806, -0.3030], [-0.1859, -0.1421, 0.0067], [0.2472, -0.3246, -0.0854], [0.0817, -0.4177, 0.1485], [-0.3200, 0.0708, 0.0954], [0.2679, -0.4666, 0.0169], [-0.0691, 0.4851, 0.1486], [-0.1892, 0.0435, -0.1812], [-0.0540, 0.1966, 0.2353], [-0.0456, 0.1397, 0.0288], [0.0603, -0.4851, -0.2743], [0.1916, -0.0983, 0.2041], [0.1018, 0.1339, -0.0140], [-0.0808, 0.0473, -0.0947], [0.0678, 0.0142, -0.0655], [-0.1896, -0.0022, -0.0716], [-0.0451, -0.0746, -0.0072], [-0.1874, -0.4996, -0.2095], [0.1768, 0.4806, 0.2100], [0.0981, 0.0809, 0.1170], [0.0839, -0.0048, -0.0732], [-0.0840, 0.0687, 0.0885], [-0.0859, -0.1667, -0.1458], [0.8195, 0.6596, -0.0667], [-0.2626, -0.3157, -0.2675], [-0.4409, -0.1855, -0.1772], [-0.1673, -0.2579, 0.2749], [-0.0361, -0.0006, 0.1001], [0.1601, 0.0393, 0.0590], [-0.6502, -1.0098, -0.2303], [0.0596, 0.3313, 0.0436], [0.1301, 0.5081, -0.0189], [0.0590, 0.1086, 0.0169], [0.3490, 0.1256, 0.2764], [0.0831, -0.0776, -0.1248], [0.4974, -0.3520, 0.0301], [-0.1168, 0.2799, 0.0299], [-0.0417, 0.1858, 0.0212], [-0.1754, -0.0212, 0.0627], [-0.2232, 0.1036, -0.0994], [0.0332, -0.2207, 0.0458]]}


(2)
{"formula": "C5H7NO", "method": "ωB97M-V with the def2-TZVPD basis set", "max_force_ev_per_a": 0.25, "e_lumo_ev": 1.14, "smiles": "C1=C[C@H]2CCN2O1", "symbols": ["C", "C", "C", "C", "C", "N", "O", "H", "H", "H", "H", "H", "H", "H"], "coordinates": [[1.3511, 1.3396, 0.1347], [1.2847, 0.4865, -0.8829], [-0.1038, -0.0769, -0.8718], [-0.3840, -1.2967, 0.0481], [-1.2990, -0.3423, 0.8412], [-0.8526, 0.8405, 0.0582], [0.1914, 1.5177, 0.8208], [2.1807, 1.9321, 0.5047], [2.0711, 0.2355, -1.5793], [-0.5902, -0.1234, -1.8522], [0.5049, -1.6066, 0.6055], [-0.8565, -2.1737, -0.4035], [-1.1305, -0.2318, 1.9140], [-2.3673, -0.5006, 0.6624]], "atomic_forces_ev_per_a": [[0.0808, -0.0503, -0.1407], [-0.0133, 0.0844, 0.1258], [0.0116, -0.0162, -0.1872], [0.0569, -0.1209, 0.0273], [-0.1608, -0.0743, 0.1734], [-0.1476, -0.0626, -0.1321], [0.1476, 0.0986, 0.0689], [-0.1483, -0.0878, -0.0813], [-0.0513, 0.0045, 0.1592], [0.0997, 0.0232, 0.1616], [-0.1322, 0.0296, -0.1270], [0.0506, 0.1693, 0.0507], [0.0425, -0.0355, -0.1299], [0.1638, 0.0379, 0.0314]]}


(3)
{"formula": "C9H10N2O", "method": "ωB97M-V with the def2-TZVPD basis set", "max_force_ev_per_a": 7.69, "e_lumo_ev": 0.69, "smiles": "CN1Cc2ccccc2NC1=O", "symbols": ["C", "N", "C", "C", "C", "C", "C", "C", "C", "N", "C", "O", "H", "H", "H", "H", "H", "H", "H", "H", "H", "H"], "coordinates": [[3.0470, 1.2368, 0.1876], [1.7660, 0.4731, -0.2090], [0.6347, 1.4140, 0.1145], [-0.6853, 0.6374, -0.0969], [-1.7673, 1.3872, -0.0556], [-3.0009, 0.8635, -0.1975], [-3.1924, -0.5062, -0.1089], [-2.1047, -1.2232, 0.2679], [-0.7725, -0.8650, 0.2217], [0.3659, -1.5590, 0.0492], [1.6179, -0.8364, -0.1633], [2.7963, -1.4211, -0.2206], [3.3157, 2.2588, -0.2794], [3.8778, 0.7289, -0.3438], [3.0028, 1.3351, 1.5197], [0.4876, 1.5087, 1.1458], [0.7962, 2.4211, -0.4666], [-1.7489, 2.5964, 0.0259], [-3.9773, 1.4567, -0.1157], [-4.2833, -0.9283, -0.3993], [-2.0938, -2.3660, 0.8128], [0.6699, -2.6888, -0.0331]], "atomic_forces_ev_per_a": [[0.4087, -0.8636, 1.4142], [-1.4007, 6.0304, 1.0051], [-0.2729, -1.7564, -2.9214], [3.3936, -2.5094, 1.0406], [-1.5507, 5.2101, -0.2145], [-4.4977, -0.3630, 0.4896], [-3.0986, 0.5624, -0.7441], [2.1679, -6.9726, 2.4215], [-2.0753, 6.1403, -2.7924], [5.5810, -2.9679, -0.4289], [5.4369, -3.4301, 0.8318], [-5.1125, -0.0744, 0.0484], [-2.0972, -1.0651, 0.7746], [-0.2237, -0.6080, 1.6097], [0.6849, -0.4371, -4.3375], [1.0718, 1.1018, 1.9246], [-0.6876, -2.0943, 1.1825], [0.4628, -3.0063, -0.3268], [1.7733, -0.4660, -0.7020], [2.8738, 0.6892, 1.3819], [-0.9596, 2.7197, -2.1581], [-1.8781, 4.1602, 0.5012]]}


(4)
{"formula": "C8H21InO10P2", "method": "ωB97M-V with the def2-TZVPD basis set", "max_force_ev_per_a": 11.52, "charge": 2, "e_lumo_ev": -7.10, "symbols": ["In", "C", "C", "O", "O", "H", "H", "H", "C", "O", "P", "O", "O", "C", "O", "C", "H", "H", "H", "H", "H", "H", "H", "H", "H", "C", "O", "P", "O", "O", "C", "O", "C", "H", "H", "H", "H", "H", "H", "H", "H", "H"], "coordinates": [[0.0956, 0.3945, -0.1938], [-2.2904, 3.3698, -1.2898], [-1.5391, 2.1971, -0.7582], [-1.1197, 1.2896, -1.5998], [-1.3971, 1.9909, 0.4689], [-2.3153, 4.1770, -0.5578], [-3.3018, 3.0416, -1.5294], [-1.9649, 3.7140, -2.2715], [-3.8506, -2.1191, 2.6207], [-2.9107, -1.1946, 2.1082], [-2.5441, -1.3169, 0.5546], [-1.3952, -0.4683, 0.2031], [-2.2606, -2.8423, 0.2558], [-1.9972, -3.2746, -1.0707], [-3.8442, -0.9175, -0.2754], [-4.3275, 0.3944, -0.3266], [-4.0470, -3.0546, 2.0967], [-4.8194, -1.6502, 2.7925], [-3.4433, -2.5526, 3.5341], [-2.5246, -4.1719, -1.3946], [-0.9133, -3.3873, -1.0934], [-2.0198, -2.5111, -1.8483], [-3.6876, 1.2455, -0.0938], [-5.1763, 0.4282, 0.3565], [-4.7768, 0.5168, -1.3121], [3.5042, 1.3414, 2.5190], [3.7203, 1.7183, 1.1227], [3.2857, 0.7546, -0.1214], [1.7780, 0.5245, -0.1660], [4.1178, -0.6235, 0.0793], [3.7755, -1.7254, -0.7019], [3.9013, 1.4465, -1.3917], [5.3327, 1.4362, -1.5433], [4.4474, 1.5380, 3.0287], [3.4811, 0.2522, 2.4839], [2.6803, 1.8824, 2.9844], [4.7183, -2.0694, -1.1272], [3.0628, -1.4670, -1.4850], [3.3218, -2.6054, -0.2459], [5.7017, 2.4382, -1.3242], [5.6683, 1.1573, -2.5421], [5.8732, 0.7027, -0.9450]], "atomic_forces_ev_per_a": [[-6.4735, 3.1489, -1.4511], [-0.2713, 0.1338, -0.1603], [-0.8945, -0.0470, -1.0983], [0.5879, 1.2970, -0.4122], [1.3950, 0.8113, 0.0920], [-0.0751, -0.1239, -0.1385], [-0.2554, -0.0772, 0.3644], [0.5581, -0.0772, 0.2213], [-1.3355, -1.6775, 1.6612], [1.6643, 0.0763, -2.7992], [-4.0934, -2.1773, 1.3438], [-4.0074, -3.9466, 1.8875], [-1.1885, 1.5590, 0.7662], [2.1105, 0.1705, -1.4455], [2.9203, -1.7271, 0.6767], [-2.4017, 1.4176, -0.2032], [0.3257, 0.4166, -1.1071], [0.2896, 0.2306, 0.0934], [-0.0214, 0.7182, 0.3372], [-0.0807, 0.2210, 0.5538], [0.0981, -1.1192, 0.1378], [-1.2503, 0.4272, 0.1611], [0.4755, -0.6447, 0.0669], [0.0648, 0.2076, 0.1715], [0.3213, 0.1090, -0.0737], [1.1347, -0.9524, -0.2477], [-1.2472, -1.3544, -2.6536], [4.4264, 1.0204, 2.2562], [11.4919, 0.7819, -0.1738], [-2.0029, 2.7800, 1.5318], [0.0590, -1.8141, -1.9740], [-1.9892, -1.0609, 0.9648], [2.1087, 0.3167, -0.3372], [-0.1791, 0.4501, -0.0306], [-0.7535, -0.0291, 0.6896], [-0.0168, -0.2499, -0.3397], [-0.2358, -0.0571, -0.3318], [0.2633, 0.1792, -0.4021], [0.1220, 0.4185, 1.0775], [-0.1564, -0.1338, 0.0567], [-0.9239, 0.2696, -0.3307], [-0.5634, 0.1085, 0.5987]]}


(5)
{"formula": "C3H8N2O", "method": "ωB97M-V with the def2-TZVPD basis set", "max_force_ev_per_a": 3.58, "e_lumo_ev": 0.40, "smiles": "CC(C)=N.N=O", "symbols": ["C", "C", "C", "N", "H", "H", "H", "H", "H", "H", "H", "N", "O", "H"], "coordinates": [[0.3163, -0.5742, -1.2461], [0.3805, -0.1552, 0.1866], [1.7206, 0.2695, 0.6991], [-0.6082, -0.4341, 0.9233], [-0.3167, 0.0764, -1.7286], [1.3922, -0.5685, -1.5563], [-0.0806, -1.5174, -1.3640], [2.0037, 1.1999, 0.4285], [2.3797, -0.2853, 0.0757], [1.9244, -0.0729, 1.6814], [-0.4143, -0.3437, 1.8616], [-2.8136, 0.5583, 0.3678], [-3.0475, 1.7396, 0.2340], [-2.8366, 0.1076, -0.5630]], "atomic_forces_ev_per_a": [[3.1955, 1.1426, 1.0819], [-0.2659, -1.1010, 1.0597], [-0.7830, -2.9704, -0.6947], [-0.3443, -0.7886, -2.6029], [-1.0160, 1.7102, -1.7528], [-1.2784, 0.1169, -0.7574], [-0.7986, -2.1884, 0.0526], [0.5278, 3.5343, -0.1370], [0.9959, -0.8356, -0.3349], [-0.0306, 0.3979, 1.1713], [0.3426, 0.8022, 2.7555], [-1.3101, 1.2822, 0.9310], [0.4490, -0.7983, -0.1389], [0.3159, -0.3041, -0.6335]]}


(6)
{"formula": "C5H14NOS", "method": "ωB97M-V with the def2-TZVPD basis set", "max_force_ev_per_a": 5.65, "charge": 1, "e_lumo_ev": [-3.34, -5.78], "multiplicity": 3, "symbols": ["C", "C", "C", "C", "C", "N", "O", "S", "H", "H", "H", "H", "H", "H", "H", "H", "H", "H", "H", "H", "H", "H"], "coordinates": [[-0.8105, -2.4443, -0.7135], [-0.0792, -1.6996, 1.5855], [2.3731, 1.1024, 0.7088], [-0.9391, -1.5814, 0.4773], [-0.4926, 1.3882, -0.0771], [-1.1239, 1.3794, -1.5115], [-0.4392, 2.7943, 0.1557], [1.2055, 0.6885, -0.6582], [-1.0922, -1.7213, -1.4739], [0.2035, -2.9057, -0.7709], [-1.6575, -3.1652, -0.5604], [-0.0785, -1.1781, 2.5182], [0.8893, -0.5864, -0.2503], [0.8009, -2.3579, 1.4273], [2.8288, 0.2791, 1.2164], [1.8427, 1.4137, 1.6755], [3.0841, 1.9280, 0.3109], [-1.8123, -0.9672, 0.5648], [-1.2785, 0.6217, -2.1946], [-0.7764, 2.2946, -2.1093], [-2.0893, 1.7340, -1.3567], [-0.5588, 2.9832, 1.0360]], "atomic_forces_ev_per_a": [[-0.7283, 0.0678, 0.8685], [-0.8854, -0.4568, -3.6850], [-0.8740, 2.3225, 0.8053], [2.6673, -0.8442, 4.9130], [-1.6072, 2.9579, -0.7260], [-2.0280, 3.9948, -1.0735], [-0.1282, -3.0577, -3.5648], [4.8542, -1.7136, 0.0174], [0.3069, -0.7262, -1.1922], [-1.0242, 0.2430, -0.3856], [0.9616, 0.1773, -0.8009], [-0.5333, 0.4008, 0.2740], [-0.4214, 0.7415, -0.1718], [-0.6353, 0.2895, 0.2722], [0.8570, -1.1099, -1.0231], [-0.0177, 0.6716, -1.5236], [-1.2394, -1.6831, 0.8675], [-0.4416, 0.3489, 0.0176], [0.9294, -0.3544, 0.8018], [0.0131, -2.5860, 1.5595], [0.3046, -0.4272, 0.1880], [-0.3303, 0.7434, 3.5617]]}


Summary of energy relative to the best compared isomer or geometry (same formula, charge and spin) in kcal per mole
84.9; 78.1; 139.4; 0.0; 116.4; 78.8
(order as listed above)
Summary of calculated total energy in Eh
-810.0358; -324.6001; -533.5222; -1942.1762; -303.7067; -726.5231
(order as listed above)